P:
The following is a DFT calculation (ωB97M-V/def2-TZVPD) of an isolated molecule of C4H5FN2.

**Highest occupied orbital energy**: -8.32 eV
**Molar mass**: 100.1 g/mol
**Gap between HOMO and LUMO**: 9.306 eV
**SMILES string**: C=C=NN/C=C/F

ORCA input file:
```
! wB97M-V def2-TZVPD RIJCOSX def2/J DEFGRID3
* xyz 0 1
C -0.8455 -1.7118 -0.0393
C -1.3654 -0.5159 -0.0032
N -1.7194 0.6756 0.0250
N -0.5992 1.5356 0.0522
C 0.6953 1.0706 -0.1987
C 1.3262 0.0540 0.3534
F 2.5654 -0.2279 -0.1394
H -0.4854 -2.1598 0.8567
H -0.7702 -2.3067 -0.9007
H -0.8830 2.4908 -0.3467
H 1.2079 1.6014 -0.8706
H 0.8732 -0.5058 1.2113
*
```

=====

Q:
The following is a DFT calculation (ωB97M-V/def2-TZVPD) of an isolated molecule of C4H5FN2.

**Highest occupied orbital energy**: -8.82 eV
**Molar mass**: 100.1 g/mol
**Gap between HOMO and LUMO**: 9.788 eV
**SMILES string**: F[C@@H]1[C@H]2N=CN[C@@H]12

ORCA input file:
```
! wB97M-V def2-TZVPD RIJCOSX def2/J DEFGRID3
* xyz 0 1
F 2.3039 -0.5022 -0.0462
C 0.9906 -0.3084 -0.4033
C 0.3023 0.8295 0.2714
N -0.8832 1.3471 -0.3880
C -1.7249 0.3827 -0.3912
N -1.3660 -0.7727 0.2971
C 0.0086 -0.6023 0.6721
H 0.7795 -0.5447 -1.4502
H 0.9009 1.5019 0.8559
H -2.7183 0.4458 -0.8688
H -1.7364 -1.6492 0.0139
H 0.3238 -1.0642 1.6080
*
```

=====

R:
The following is a DFT calculation (ωB97M-V/def2-TZVPD) of an isolated molecule of C4H5FN2.

**Highest occupied orbital energy**: -9.22 eV
**Molar mass**: 100.1 g/mol
**Gap between HOMO and LUMO**: 9.247 eV
**SMILES string**: C=N/N=C/C=C/F

ORCA input file:
```
! wB97M-V def2-TZVPD RIJCOSX def2/J DEFGRID3
* xyz 0 1
C 1.6837 -1.4709 -1.6454
N 0.5198 -1.4862 -1.0548
N 0.3039 -0.4145 -0.1548
C -0.9463 -0.3396 0.1720
C -1.3506 0.8625 0.9838
C -0.3895 1.7220 1.3150
F -0.5849 2.8376 2.0565
H 2.5077 -0.7429 -1.5167
H 1.7695 -2.2456 -2.4633
H -1.7432 -1.0658 -0.0292
H -2.4374 0.8861 1.2288
H 0.6673 1.4571 1.1080
*
```

=====

The most stable of them is Q.

=====

P:
The following is a DFT calculation (ωB97M-V/def2-TZVPD) of an isolated molecule of C8H11N.

**Highest occupied orbital energy**: -10.09 eV
**Molar mass**: 121.2 g/mol
**Gap between HOMO and LUMO**: 10.835 eV
**SMILES string**: C=CC(=C)C(C)(C)C#N

ORCA input file:
```
! wB97M-V def2-TZVPD RIJCOSX def2/J DEFGRID3
* xyz 0 1
C 2.0936 0.8619 -1.3524
C 1.2270 1.2588 -0.4057
C 0.6438 0.2827 0.4764
C 1.3273 -0.1015 1.5564
C -0.8290 -0.1307 0.1824
C -1.2043 -1.5013 0.8560
C -1.2453 -0.1946 -1.3126
C -1.5862 0.9128 0.8674
N -2.1128 1.8895 1.1473
H 2.6044 1.5458 -1.9581
H 2.4489 -0.2307 -1.5450
H 1.1023 2.4176 -0.3625
H 1.1214 -0.9877 2.2235
H 2.3035 0.2960 1.4946
H -0.5242 -2.3338 0.9529
H -2.1330 -1.7917 0.4963
H -1.4317 -1.3248 1.8499
H -0.7875 -1.1944 -1.6898
H -0.7164 0.5616 -1.8964
H -2.3016 -0.2353 -1.5808
*
```

=====

Q:
The following is a DFT calculation (ωB97M-V/def2-TZVPD) of a cluster of 2 separate species, C8H11N in total.

**Highest occupied orbital energy**: -9.28 eV
**Molar mass**: 121.2 g/mol
**Gap between HOMO and LUMO**: 9.693 eV
**SMILES string**: [H]/N=C(/C#C)C=C.C=CC

ORCA input file:
```
! wB97M-V def2-TZVPD RIJCOSX def2/J DEFGRID3
* xyz 0 1
H -2.3236 0.7892 -2.4940
N -2.0331 1.4908 -1.8135
C -1.4877 1.0077 -0.7767
C -1.0581 1.8781 0.2617
C -0.4783 2.4550 1.1506
C -1.2233 -0.4476 -0.5501
C -1.5441 -1.0506 0.5954
H -0.1798 3.0995 1.9285
H -1.1305 -1.0249 -1.4630
H -1.6798 -0.4903 1.5074
H -1.6224 -2.1232 0.6694
C 1.7562 -0.0606 -1.1493
C 1.5192 -0.0877 0.1549
C 1.5938 -1.3143 1.0045
H 1.8880 -0.9682 -1.7177
H 1.7459 0.8576 -1.7112
H 1.4208 0.8568 0.7103
H 0.7540 -1.3402 1.6941
H 2.5082 -1.3097 1.6012
H 1.5746 -2.2177 0.3975
*
```

=====

The most stable of them is P.

=====

P:
The following is a DFT calculation (ωB97M-V/def2-TZVPD) of a cluster of 2 separate species, C4H9BrN3O in total.

**Highest occupied orbital energy**: -12.96 eV
**Molar mass**: 195.0 g/mol
**Gap between HOMO and LUMO**: 9.364 eV

ORCA input file:
```
! wB97M-V def2-TZVPD RIJCOSX def2/J DEFGRID3
* xyz 1 1
C 1.0450 -1.5597 0.0210
C -0.7795 0.3730 -0.1045
C -1.6616 2.5665 -0.0211
C 1.2096 -0.3585 -0.7358
N 1.3914 -1.6247 1.2982
N -0.5317 1.6409 -0.1756
N 0.2514 -2.4971 -0.5195
O -1.5092 -0.5062 0.1286
Br 2.4844 0.8842 -0.1130
H -2.5783 2.0069 0.1462
H -1.6327 3.3321 0.8336
H -1.7364 3.1031 -0.9340
H 1.0499 -0.5186 -1.7525
H 1.8504 -0.9278 1.8891
H 1.1320 -2.4448 1.6932
H 0.4364 2.1182 -0.3109
H 0.0888 -2.6722 -1.4430
H -0.5099 -2.9153 0.1001
*
```

=====

Q:
The following is a DFT calculation (ωB97M-V/def2-TZVPD) of a cluster of 2 separate species, C4H9BrN3O in total.

**Highest occupied orbital energy**: -13.49 eV
**Molar mass**: 195.0 g/mol
**Gap between HOMO and LUMO**: 9.715 eV

ORCA input file:
```
! wB97M-V def2-TZVPD RIJCOSX def2/J DEFGRID3
* xyz 1 1
C -1.0800 1.5238 -0.1640
C 0.7357 -0.3735 -0.2494
C 1.8328 -2.4149 0.3712
C -1.1604 0.2540 -0.8143
N -1.8624 1.7936 0.9198
N 0.6516 -1.6565 -0.1205
N -0.0754 2.3425 -0.5154
O 1.6010 0.3862 -0.3190
Br -2.5786 -0.9990 -0.3659
H 2.2570 -2.9658 -0.4698
H 2.6077 -1.8354 0.8286
H 1.6175 -3.1575 1.1404
H -0.8257 0.1246 -1.8981
H -2.8152 1.4516 0.9363
H -1.4702 2.3297 1.6630
H -0.1459 -2.1383 0.2960
H 0.5181 2.2462 -1.2467
H 0.1924 3.0887 0.0076
*
```

=====

The most stable of them is Q.